Entry from the OMol25 dataset: the molecule C22H27FN2O2 (ωB97M-V/def2-TZVPD).

Last column: Löwdin charge in e.
Element x y z (Å)
C  -5.50  -1.52  -2.89  -0.005
C  -4.12  -1.24  -2.36  -0.384
O  -3.48  -2.08  -1.75  0.072
C  -3.56  0.11  -2.60  -0.148
C  -4.36  1.24  -2.79  -0.028
C  -3.76  2.47  -2.96  -0.066
C  -2.38  2.60  -2.94  -0.024
C  -1.57  1.48  -2.76  -0.190
C  -0.07  1.60  -2.77  -0.155
N  0.56  0.60  -1.93  -0.164
C  1.99  0.52  -2.17  -0.171
C  2.58  -0.62  -1.34  -0.158
N  2.33  -0.49  0.08  -0.142
C  3.19  0.46  0.75  -0.154
C  3.17  0.22  2.24  -0.223
C  3.22  -1.08  2.73  -0.027
C  3.21  -1.33  4.09  -0.002
C  3.16  -0.25  4.96  -0.280
F  3.15  -0.49  6.29  0.050
C  3.11  1.05  4.51  -0.009
C  3.11  1.28  3.14  -0.034
C  0.91  -0.29  0.34  -0.279
C  0.16  -1.62  0.18  -0.120
C  -1.13  -1.69  1.01  -0.255
O  -2.17  -0.89  0.51  -0.077
C  0.30  0.83  -0.52  -0.122
C  -2.17  0.25  -2.59  0.032
H  -5.61  -1.14  -3.90  0.090
H  -6.23  -1.02  -2.25  0.092
H  -5.69  -2.59  -2.86  0.087
H  -5.43  1.16  -2.79  0.108
H  -4.38  3.35  -3.10  0.105
H  -1.93  3.57  -3.06  0.113
H  0.27  1.45  -3.79  0.133
H  0.22  2.63  -2.47  0.129
H  2.16  0.33  -3.24  0.121
H  2.49  1.47  -1.91  0.123
H  3.65  -0.69  -1.52  0.120
H  2.12  -1.56  -1.67  0.119
H  4.21  0.31  0.39  0.132
H  2.92  1.52  0.55  0.115
H  3.25  -1.89  2.02  0.116
H  3.24  -2.33  4.47  0.116
H  3.07  1.86  5.21  0.116
H  3.07  2.30  2.77  0.112
H  0.82  0.02  1.39  0.147
H  -0.09  -1.77  -0.88  0.109
H  0.82  -2.42  0.50  0.118
H  -1.45  -2.73  1.07  0.118
H  -0.93  -1.33  2.02  0.118
H  -2.51  -1.31  -0.30  0.037
H  -0.78  0.85  -0.35  0.117
H  0.72  1.80  -0.21  0.129
H  -1.55  -0.63  -2.46  0.122

Energy above the lowest of the compared OMol25 structures with the same formula, charge and spin (kJ/mol): 24.30
Gap between HOMO and LUMO (eV): 8.40
LUMO (eV): 0.21
HOMO (eV): -8.19
SMILES: CC(=O)c1cccc(CN2CCN(Cc3ccc(F)cc3)[C@H](CCO)C2)c1